# 1
DFT (wB97M-V/def2-TZVPD) results for C33H79N9O8V as an isolated structure at a distorted geometry.

```
! wB97M-V def2-TZVPD RIJCOSX def2/J DEFGRID3
* xyz 1 3
H 9.977 11.593 -7.675
C 16.656 18.595 -5.316
C 19.221 16.518 -1.313
H 16.431 20.581 -5.929
N 11.510 18.867 -8.220
H 15.952 14.209 -2.766
H 14.675 19.594 -2.171
H 15.691 14.968 -9.290
H 14.167 10.419 -3.623
N 11.634 19.005 -3.596
C 15.546 19.455 -2.812
H 9.759 19.207 -6.853
C 19.396 15.249 -4.066
H 19.571 16.311 -3.893
H 9.657 18.320 -3.484
H 16.285 11.830 -9.960
N 14.725 11.580 -5.238
H 10.723 20.684 -9.010
V 13.129 15.545 -6.012
H 8.743 12.540 -9.613
H 10.420 13.062 -3.697
C 14.781 14.450 -8.950
C 19.060 13.125 -2.927
C 19.660 15.102 -1.678
C 12.626 18.487 -4.391
H 16.754 12.042 -5.107
C 10.369 14.068 -4.143
N 15.469 20.308 -4.024
O 11.295 14.664 -4.680
H 19.458 16.748 -0.274
C 12.705 18.288 -8.109
H 17.494 15.726 -4.937
H 13.521 11.461 -9.795
N 9.139 14.640 -4.037
C 11.231 19.779 -9.343
H 12.189 20.162 -9.697
C 15.682 12.612 -10.423
H 7.509 14.667 -2.682
N 14.730 15.019 -1.387
H 16.643 14.327 -0.741
C 10.598 18.137 -2.965
N 18.897 14.596 -2.823
H 13.818 16.545 -0.374
H 10.958 12.654 -6.586
H 18.827 12.376 -0.880
C 8.680 15.838 -4.737
O 14.664 15.956 -5.830
H 9.469 16.186 -5.403
H 19.693 17.285 -1.927
H 12.774 11.739 -4.766
C 10.005 12.517 -7.098
C 13.528 15.650 -0.925
H 16.862 17.922 -4.483
C 8.087 13.981 -3.301
C 15.983 12.081 -5.877
C 11.550 20.393 -3.197
O 12.947 17.372 -7.383
H 14.658 9.501 -5.081
H 8.590 16.575 -3.939
H 15.883 10.224 -3.990
C 16.593 20.092 -4.968
H 20.133 12.966 -3.029
H 19.423 14.585 -0.748
O 13.484 13.455 -5.736
C 8.426 13.241 -8.840
H 12.863 15.984 -1.722
O 12.810 17.304 -4.664
H 8.409 13.104 -2.740
H 12.361 21.035 -3.542
H 17.288 12.554 -1.791
H 17.493 18.639 -6.013
H 10.049 15.340 -8.991
C 15.445 21.736 -3.589
C 15.691 14.694 -0.358
C 14.985 14.723 -2.654
C 18.343 12.285 -1.852
H 10.550 17.642 -6.786
N 14.669 13.175 -9.447
O 14.225 14.954 -3.569
C 18.364 15.102 -5.136
H 7.714 12.758 -8.171
C 15.062 22.738 -4.683
H 14.343 22.352 -5.405
H 17.723 19.252 -2.621
H 16.312 13.418 -10.800
H 17.063 20.477 -1.617
H 13.268 19.304 -4.754
H 10.768 17.069 -3.101
H 14.640 23.661 -4.285
H 12.614 12.736 -9.131
H 18.268 11.207 -1.999
C 10.281 18.461 -7.453
H 15.908 15.574 0.248
H 18.675 12.665 -3.837
H 15.904 13.052 -6.366
H 7.402 13.649 -4.081
H 9.608 18.101 -8.231
N 9.651 13.538 -8.081
H 14.788 21.781 -2.720
H 12.993 14.996 -0.237
H 18.146 16.673 -1.410
H 18.821 15.291 -6.108
H 15.338 18.437 -3.141
H 13.493 18.683 -8.768
H 10.594 20.776 -3.554
H 17.995 14.087 -5.286
H 16.134 11.301 -6.623
H 13.718 11.798 -8.068
H 7.804 15.695 -5.370
C 13.596 12.286 -5.253
H 16.418 22.096 -3.255
H 10.818 19.220 -10.183
H 7.973 14.139 -9.261
H 11.522 20.468 -2.110
H 15.744 18.308 -5.841
O 11.283 14.975 -7.366
C 16.840 19.493 -2.030
H 15.343 13.850 0.239
C 10.384 14.697 -8.162
H 20.348 14.866 -4.433
H 15.895 22.926 -5.360
H 9.306 12.315 -6.287
C 14.894 10.343 -4.431
H 16.795 18.887 -1.125
O 13.996 14.922 -8.142
H 10.527 18.251 -1.883
H 15.110 12.224 -11.266
H 20.726 15.040 -1.896
C 13.588 12.254 -9.050
H 17.577 20.396 -4.611
*
```

HOMO (alpha / beta), eV: -7.13 / -9.73
LUMO (alpha / beta), eV: -1.603 / -1.604



# 2
DFT (wB97M-V/def2-TZVPD) results for a 2-piece molecular cluster, C5H13NO overall at a distorted geometry.

```
! wB97M-V def2-TZVPD RIJCOSX def2/J DEFGRID3
* xyz 0 1
C 0.255 1.682 0.832
H 0.639 0.291 -1.597
H -1.514 -2.030 1.141
N 0.170 0.294 1.305
H -2.016 -1.638 -0.496
C -0.238 -0.587 0.180
H 0.051 2.408 1.621
H 2.966 -1.595 -0.190
H 2.069 -1.991 -1.303
C -0.291 0.425 -1.059
H -0.529 2.527 -1.074
H -1.102 0.022 -1.667
H -2.274 -0.521 0.896
H -1.691 1.881 -0.023
C -1.586 -1.216 0.410
H 0.497 -1.397 0.121
O 2.939 -2.185 -0.941
H 1.276 1.854 0.457
C -0.667 1.707 -0.363
H 1.045 0.069 1.752
*
```

SMILES: C[C@H]1CCCN1.O
Relative energy (zero: lowest compared OMol25 entry of this formula, charge and spin), kJ/mol: 118.5
HOMO, eV: -8.71
LUMO, eV: 0.719



# 3
DFT (wB97M-V/def2-TZVPD) results for one molecule with the formula C5H8N2 at a distorted geometry.

```
! wB97M-V def2-TZVPD RIJCOSX def2/J DEFGRID3
* xyz 0 1
H -1.729 -2.453 -1.625
C 0.893 0.949 0.898
C -2.173 -1.915 -0.776
H -3.192 -1.600 -1.026
C 0.453 0.629 -0.434
H -2.237 -2.585 0.087
H 0.879 1.275 -1.220
N -0.327 1.180 0.894
H 2.303 2.421 0.838
H 2.926 0.894 1.501
H 0.019 -1.031 -1.846
N -1.413 -0.780 -0.353
C -0.320 -0.518 -0.931
C 2.078 1.571 1.501
H 1.840 1.961 2.492
*
```

SMILES: C/N=C/[C@H]1N=C1C
Relative energy (zero: lowest compared OMol25 entry of this formula, charge and spin), kJ/mol: 326.8
HOMO, eV: -8.88
LUMO, eV: 0.851



# 4
DFT (wB97M-V/def2-TZVPD) results for one molecule with the formula C4H7NOS2.

```
! wB97M-V def2-TZVPD RIJCOSX def2/J DEFGRID3
* xyz 0 1
C -0.847 1.620 0.234
H -1.484 -2.218 0.824
C 2.055 0.161 -0.932
O -1.295 -0.083 1.752
H 1.920 1.083 -0.322
H -0.508 1.811 -0.755
H -0.487 -2.830 -0.640
S -1.352 2.794 1.288
C -0.458 -0.752 -0.310
H -1.584 0.785 2.141
H 2.757 0.354 -1.727
N -0.835 0.319 0.528
H 2.456 -0.661 -0.325
C -0.846 -2.003 -0.022
S 0.509 -0.379 -1.733
*
```

SMILES: C=C(SC)N(O)C=S
Relative energy (zero: lowest compared OMol25 entry of this formula, charge and spin), kJ/mol: 240.5
HOMO, eV: -8.61
LUMO, eV: 0.117



# 5
DFT (wB97M-V/def2-TZVPD) results for C8H21CoI2O2P2 as an isolated structure at a distorted geometry.

```
! wB97M-V def2-TZVPD RIJCOSX def2/J DEFGRID3
* xyz 2 5
H -3.789 1.434 0.946
O 0.023 -0.631 -2.496
H -2.672 0.805 -2.321
H 0.000 -0.998 2.836
H -0.867 0.299 3.812
H 2.589 2.343 -0.009
C 2.681 -1.460 0.839
I -0.026 1.456 -4.946
H -2.105 -1.522 1.755
P -2.165 0.010 -0.126
Co -0.003 0.226 0.317
H 2.112 1.695 1.607
H 4.093 -0.051 -1.547
H -3.765 -1.349 1.052
C 0.004 0.068 3.160
O -0.001 0.896 2.018
H -4.086 -0.029 -1.568
C -2.695 -1.444 0.827
H 3.751 -1.374 1.068
C -2.725 1.533 0.696
H -2.575 2.357 -0.023
P 2.166 -0.001 -0.111
H 2.688 0.792 -2.305
H -2.521 -2.337 0.206
H 3.793 1.412 0.967
H 2.504 -2.351 0.216
I -0.019 -1.338 -5.472
H 2.709 -0.990 -2.230
C 3.009 -0.072 -1.709
H 0.881 0.297 3.805
C 0.004 -0.334 -1.363
C 2.730 1.518 0.710
H -2.109 1.706 1.596
C -3.001 -0.056 -1.726
H -2.703 -0.976 -2.245
H 2.089 -1.536 1.765
*
```

HOMO (alpha / beta), eV: -15.15 / -14.30
LUMO (alpha / beta), eV: -6.450 / -10.892



# 6
DFT (wB97M-V/def2-TZVPD) results for C22H19Cl2N4O2Sn as an isolated structure at a distorted geometry.

```
! wB97M-V def2-TZVPD RIJCOSX def2/J DEFGRID3
* xyz 1 1
C -0.564 -4.455 0.257
C 0.840 -1.061 2.712
C 0.358 -1.741 3.811
O -3.211 0.974 1.749
H 1.396 -2.630 -0.117
N 2.615 0.712 -0.536
H 3.489 -0.933 0.350
H -2.177 -1.565 -0.836
H 0.455 -2.491 -1.659
C 0.445 -2.373 -0.578
H -2.921 -3.004 -0.130
C -2.052 -2.642 -0.677
H 1.040 -2.266 4.464
H 5.784 -0.360 -0.400
C 5.133 1.437 -1.403
H -1.430 -4.875 0.766
H -2.033 -3.136 -1.650
N -1.413 1.155 0.316
C -1.139 3.651 -2.295
H -0.458 -4.943 -0.713
C -3.179 2.470 -0.817
C -1.265 -0.299 2.159
H 6.118 1.722 -1.746
H -3.968 2.027 -0.229
C -1.855 2.124 -0.574
H -0.346 4.143 -2.835
H 1.897 -1.053 2.477
H 0.324 -4.671 0.852
C 4.953 0.281 -0.653
N 0.440 2.185 -1.058
H -0.865 -2.535 1.108
C -1.833 -0.999 3.209
C 4.031 2.223 -1.697
Cl -5.122 3.828 -2.081
C 3.680 -0.043 -0.237
H -2.903 -0.939 3.349
O 1.753 3.757 -2.110
C -2.107 0.655 1.356
C -1.013 -1.743 4.041
Cl -2.812 5.196 -3.710
C -0.771 -2.937 0.098
C -3.482 3.404 -1.789
N 0.046 -0.361 1.892
H 4.106 3.142 -2.258
C 2.783 1.825 -1.251
H -1.433 -2.308 4.862
C 1.591 2.692 -1.550
C -0.828 2.703 -1.324
C -2.455 4.006 -2.523
Sn 0.361 0.051 -0.395
*
```

HOMO, eV: -10.47
LUMO, eV: -4.629